Density functional theory data (the ωB97M-V functional and the def2-TZVPD basis) for C53H72BN2O5PSn as an isolated structure.

Geometry (Å):
O: 2.04389 0.38856 3.40829
H: 2.89123 -0.33504 -2.57494
C: -3.24465 1.99775 -3.49535
H: -1.72628 2.88566 -4.87887
C: -1.35587 -1.24915 3.69364
H: -4.23037 3.69496 0.89503
H: -3.14629 2.97940 -3.05130
C: 4.42468 0.77854 -3.60072
C: 2.54212 -1.33460 4.95414
H: -4.51049 2.70302 -5.09435
C: 2.88619 0.14800 4.56401
H: 4.51749 -0.58943 -1.94326
H: 1.88401 -1.08055 7.00524
C: -1.28605 5.65508 -1.34544
H: 1.19953 1.49400 -4.66906
C: 2.54165 1.18418 5.61371
H: 3.40701 -3.18077 5.60073
C: -3.86805 -2.84561 -0.01302
H: 1.00957 1.24528 -2.92503
H: 3.81080 1.62009 -3.92990
O: 3.64827 1.20733 -1.39039
H: 0.88909 -5.47211 -0.41161
H: -4.87440 -4.49804 -1.05319
C: -2.38800 -4.81958 0.07407
C: -3.58193 -1.34060 3.17636
H: -4.19880 2.11060 1.69227
O: 3.73222 -0.27841 0.62084
C: -3.49540 -1.83416 -5.33803
H: -0.27374 3.08404 -5.87144
C: -2.27681 2.72358 0.88644
H: 1.59872 5.13586 0.45292
C: -2.44517 -3.44356 -0.17428
H: 5.26626 -1.81130 2.04392
H: 1.48121 1.16671 5.86558
C: 3.74763 -2.18958 5.29596
H: 5.69088 -2.11192 0.35398
C: -2.17412 -2.67035 -3.45949
H: -4.53724 -1.61969 2.74803
H: 4.41491 1.32216 3.64905
C: -1.82141 4.91018 -0.30381
O: 1.92876 -1.86679 3.75130
H: -0.22883 5.57961 -3.19998
C: -0.01266 -3.53555 -0.56195
C: -2.01941 -0.15928 4.35362
H: -1.34735 6.73770 -1.33614
C: 2.41173 4.41714 0.32799
C: -1.21901 -5.55121 -0.02105
H: -4.12159 0.49555 4.33331
H: -0.34963 0.96587 -4.03068
H: 1.22038 -2.49875 6.17108
H: 5.43664 1.14477 -3.41460
C: 1.29538 -2.82547 -0.90213
C: 0.51354 1.60668 -3.82578
C: -2.84209 -2.85514 -4.69744
C: -1.22522 -2.81985 -0.49383
C: -4.01452 1.83398 -4.67747
C: -1.67092 0.67909 -1.83677
H: 4.46383 0.03599 -4.40217
H: -2.20244 -2.90941 2.43891
H: 5.57313 0.31819 -0.13927
C: 3.83865 0.16619 -2.35248
H: -0.97360 4.47882 -5.03453
H: -2.31977 5.41334 0.51711
H: -4.70337 0.55043 -6.23411
H: 0.86715 -2.26299 -2.97801
C: -4.81200 -3.40855 -1.09118
H: -2.84414 -3.84455 -5.14009
H: 5.30611 0.68217 1.55836
H: -5.07992 -1.15915 0.52575
H: -1.22099 -6.61338 0.19751
H: -3.36841 -0.82884 0.72604
C: -3.81151 2.68465 0.84520
C: -4.09418 -1.32880 0.08534
N: -0.92422 1.47889 -1.22651
C: -1.56577 -0.82919 -1.65875
H: -0.48074 -1.73839 4.10838
B: 1.54978 -0.82025 2.94260
H: -4.20796 -3.25613 0.94021
O: 3.10078 2.14550 0.79240
H: -4.00439 -2.01973 -6.27786
H: -5.81972 -3.00696 -0.94713
H: -4.47884 -3.12527 -2.08827
H: -2.06720 2.55355 3.03755
H: 2.57152 4.24924 -0.73959
C: -1.08088 2.88335 -1.36056
H: 2.78275 2.17530 5.22290
C: -0.76890 3.41003 -4.95024
H: -3.30384 -5.32226 0.37350
N: -1.12843 -1.39571 -0.61842
H: 1.18885 -1.77626 -0.62211
H: 0.58978 -0.89301 5.79957
H: 2.28856 -3.39298 0.95906
C: 5.77223 -1.38994 1.17029
H: 1.03113 3.65670 -3.82952
H: 3.12640 1.02232 6.52288
C: -3.49605 -0.52728 -4.78577
H: 2.73049 -4.40856 -0.43590
H: 3.32608 4.83739 0.74899
H: -2.21462 4.22716 2.47496
H: -1.71813 -3.51831 -2.97074
C: -1.71009 3.52578 -0.28485
H: -4.10705 -0.85540 -0.89930
H: -1.92261 1.69797 0.80341
C: -3.35902 -0.20531 4.01710
H: 1.10334 2.73160 0.63650
C: 2.48492 -3.39023 -0.11774
P: 2.75820 0.82249 -0.06266
H: 3.36659 -2.76777 -0.29200
C: -1.78523 3.24911 2.24062
C: -2.37681 -1.99151 2.98674
Sn: -0.38423 -0.17357 1.80758
H: -0.69846 3.34226 2.24801
H: -1.54802 0.55664 5.01640
C: -2.15587 -1.41752 -2.90346
H: 2.58278 -2.50835 -2.62593
H: 1.50250 -3.90427 -2.77560
H: 4.40725 -2.31047 4.43609
H: 5.01259 0.28441 4.96040
C: -0.03403 -4.90505 -0.35144
H: -4.17107 2.21373 -0.07296
C: 0.10898 3.07696 -3.73161
C: -2.79275 -0.35699 -3.59249
H: 4.31551 -1.75130 6.12133
H: 1.96501 3.24095 2.09013
C: 5.14832 -0.06816 0.78699
C: 4.32512 0.33821 4.11403
H: 6.83021 -1.25037 1.40898
C: 2.06038 3.11603 1.01273
H: 4.61127 -0.41531 3.37923
C: -0.65863 4.99758 -2.38888
C: -2.63116 0.89738 -2.96045
C: 1.57368 -2.87606 -2.41130
C: -4.12872 0.62681 -5.31721
C: 1.49579 -1.44890 6.05288
C: -0.55343 3.60651 -2.44578

- Relative energy (zero: lowest compared OMol25 entry of this formula, charge and spin): 76.61 kJ/mol
- Electronic energy: -3129.09752 Eh
- LUMO level: -0.0149 hartree

Results of the Löwdin charge analysis, in e, for atoms 1 through 2: atom 1 (O): 0.0025, atom 2 (H): 0.0826